{
  "formula": "C54H31F20GeO4PS3V",
  "method": "wB97M-V/def2-TZVPD",
  "elements": ["V", "O", "C", "O", "C", "C", "C", "C", "C", "C", "P", "C", "C", "C", "C", "C", "C", "C", "C", "C", "C", "C", "C", "H", "H", "H", "H", "H", "H", "H", "H", "H", "H", "H", "H", "H", "H", "C", "S", "O", "C", "C", "C", "C", "C", "C", "H", "H", "H", "H", "H", "H", "H", "H", "F", "C", "C", "C", "F", "C", "F", "C", "F", "C", "F", "Ge", "S", "C", "C", "F", "C", "F", "C", "F", "C", "F", "C", "F", "C", "C", "F", "C", "F", "C", "F", "C", "F", "C", "F", "C", "C", "C", "C", "O", "H", "H", "H", "H", "H", "H", "H", "H", "H", "F", "C", "C", "F", "C", "F", "C", "S", "C", "F", "C", "F"],
  "xyz": [[0.268, -0.651, 0.151], [-3.076, -2.545, 0.006], [-1.985, -2.591, -0.439], [-1.219, -1.542, -0.615], [-1.380, -3.931, -0.827], [-2.281, -4.864, -1.406], [-1.830, -6.125, -1.766], [-0.591, -6.577, -1.290], [0.197, -5.706, -0.533], [-0.150, -4.357, -0.349], [1.049, -3.103, 0.151], [1.874, -3.595, 1.659], [2.861, -2.692, 2.023], [3.610, -2.919, 3.167], [3.357, -4.026, 3.950], [2.355, -4.913, 3.580], [1.658, -4.731, 2.429], [2.243, -3.176, -1.245], [2.226, -2.152, -2.198], [3.181, -2.087, -3.180], [4.184, -3.040, -3.250], [4.194, -4.071, -2.358], [3.278, -4.107, -1.324], [-3.266, -4.584, -1.794], [-2.468, -6.758, -2.400], [-0.218, -7.545, -1.573], [1.125, -6.031, -0.130], [3.014, -1.875, 1.344], [4.376, -2.209, 3.477], [4.020, -4.218, 4.812], [2.184, -5.739, 4.255], [0.867, -5.416, 2.183], [1.430, -1.409, -2.227], [3.157, -1.206, -3.786], [4.901, -3.004, -4.045], [4.950, -4.866, -2.405], [3.346, -4.884, -0.519], [1.033, 4.378, 0.427], [1.247, 3.785, 2.117], [2.116, -0.185, 0.140], [-0.340, 4.086, 2.876], [-0.426, 3.708, 4.192], [-1.572, 3.909, 4.909], [-2.681, 4.520, 4.333], [-2.596, 4.900, 2.994], [-1.437, 4.725, 2.240], [0.767, 5.439, 0.437], [0.327, 3.761, -0.156], [1.943, 4.317, -0.073], [0.478, 3.274, 4.682], [-1.646, 3.661, 5.975], [-3.574, 4.718, 4.863], [-3.442, 5.323, 2.456], [-1.342, 5.046, 1.221], [-0.817, -0.597, -4.455], [-1.107, 0.554, -5.131], [-1.451, 1.689, -4.421], [-1.705, 2.846, -5.154], [-2.022, 4.012, -4.591], [-1.638, 2.878, -6.541], [-1.938, 3.977, -7.219], [-1.387, 1.706, -7.226], [-1.369, 1.688, -8.553], [-1.122, 0.541, -6.522], [-0.811, -0.528, -7.263], [-1.706, 1.680, -2.517], [0.157, 1.165, -1.415], [-3.237, 0.678, -1.984], [-3.490, 0.570, -0.616], [-2.633, 1.135, 0.306], [-4.539, -0.116, -0.099], [-4.672, -0.322, 1.203], [-5.399, -0.725, -0.952], [-6.388, -1.392, -0.426], [-5.119, -0.786, -2.294], [-5.906, -1.507, -3.092], [-4.047, -0.110, -2.828], [-3.856, -0.211, -4.157], [-1.966, 3.585, -1.953], [-0.957, 4.503, -2.157], [0.231, 4.187, -2.746], [-1.004, 5.806, -1.712], [0.019, 6.646, -2.013], [-2.183, 6.247, -1.108], [-2.221, 7.493, -0.583], [-3.201, 5.373, -0.882], [-4.288, 5.764, -0.179], [-3.086, 4.038, -1.304], [-4.130, 3.245, -1.092], [0.366, -0.536, 3.990], [-0.793, -0.594, 3.004], [-1.428, -1.945, 3.146], [-1.755, 0.536, 3.139], [-0.247, -0.502, 1.729], [-0.096, -0.813, 4.991], [0.689, 0.496, 4.099], [1.132, -1.216, 3.722], [-1.940, -1.926, 4.081], [-0.587, -2.710, 3.227], [-2.025, -2.226, 2.278], [-2.223, 0.525, 4.176], [-2.579, 0.396, 2.418], [-1.363, 1.582, 2.989], [6.640, -0.086, 3.642], [5.971, 0.287, 2.557], [5.773, -0.662, 1.546], [6.262, -1.875, 1.521], [4.918, -0.295, 0.490], [4.700, -1.224, -0.456], [4.293, 0.923, 0.412], [2.882, 1.044, -0.596], [4.632, 1.849, 1.376], [4.187, 3.092, 1.338], [5.483, 1.547, 2.412], [5.801, 2.496, 3.284]],
  "relative_energy_kj_mol": 55.6,
  "orbital_gap_ev": [6.7570, 7.3465],
  "spin_multiplicity": 2,
  "lumo_energy_ev": [-1.15, -0.56]
}

***

{
  "formula": "C54H37F4N2O16",
  "method": "wB97M-V/def2-TZVPD",
  "elements": ["F", "C", "F", "C", "F", "F", "C", "C", "C", "N", "N", "C", "H", "H", "H", "H", "H", "C", "C", "C", "O", "C", "C", "C", "O", "H", "H", "H", "H", "C", "C", "C", "O", "C", "C", "C", "O", "H", "H", "H", "H", "C", "C", "C", "O", "C", "C", "C", "O", "H", "H", "H", "H", "C", "C", "C", "O", "C", "C", "C", "O", "H", "H", "H", "H", "C", "C", "C", "O", "C", "C", "C", "O", "H", "H", "H", "H", "C", "C", "C", "O", "C", "C", "C", "O", "H", "H", "H", "H", "C", "C", "C", "O", "C", "C", "C", "O", "H", "H", "H", "H", "C", "C", "C", "O", "C", "C", "C", "O", "H", "H", "H", "H"],
  "xyz": [[1.097, 1.047, -2.866], [1.280, 2.287, -3.405], [2.322, 2.239, -4.220], [-0.020, 2.634, -4.182], [-0.043, 1.942, -5.331], [0.026, 3.959, -4.446], [-1.209, 2.303, -3.320], [-1.693, 3.173, -2.374], [-2.779, 2.713, -1.634], [-3.285, 1.522, -1.858], [-2.895, 0.656, -2.770], [-1.870, 1.076, -3.475], [1.406, 2.983, -2.574], [-1.249, 4.138, -2.191], [-3.229, 3.328, -0.870], [-4.070, 1.196, -1.287], [-1.517, 0.401, -4.239], [-5.356, -3.423, -3.488], [-4.983, -2.342, -2.808], [-5.980, -1.386, -2.272], [-5.630, -0.386, -1.662], [-7.412, -1.676, -2.510], [-7.789, -2.758, -3.187], [-6.790, -3.719, -3.730], [-7.137, -4.701, -4.345], [-4.643, -4.131, -3.891], [-3.955, -2.094, -2.611], [-8.123, -0.965, -2.109], [-8.829, -2.991, -3.374], [0.854, -1.485, -0.363], [-0.281, -1.470, -1.059], [-1.529, -2.057, -0.521], [-2.563, -2.032, -1.169], [-1.478, -2.668, 0.824], [-0.349, -2.690, 1.529], [0.904, -2.100, 0.993], [1.931, -2.116, 1.632], [1.776, -1.060, -0.740], [-0.343, -1.031, -2.047], [-2.403, -3.089, 1.197], [-0.290, -3.129, 2.512], [7.214, -0.223, 0.469], [6.082, -0.205, -0.229], [4.835, -0.794, 0.312], [3.802, -0.778, -0.331], [4.889, -1.408, 1.665], [6.023, -1.424, 2.362], [7.272, -0.834, 1.821], [8.303, -0.848, 2.457], [8.132, 0.200, 0.092], [6.019, 0.237, -1.215], [3.969, -1.833, 2.042], [6.089, -1.865, 3.349], [-4.904, 5.593, -7.472], [-5.366, 4.939, -6.406], [-4.458, 4.125, -5.574], [-4.824, 3.498, -4.595], [-3.038, 4.068, -5.951], [-2.559, 4.711, -7.009], [-3.466, 5.531, -7.860], [-3.047, 6.125, -8.824], [-5.544, 6.195, -8.103], [-6.406, 4.969, -6.108], [-2.436, 3.455, -5.298], [-1.516, 4.676, -7.297], [11.507, 3.751, 0.832], [10.676, 2.799, 0.416], [9.323, 3.129, -0.092], [8.563, 2.259, -0.470], [8.929, 4.558, -0.121], [9.758, 5.511, 0.295], [11.115, 5.183, 0.804], [11.869, 6.050, 1.181], [12.498, 3.532, 1.207], [10.943, 1.750, 0.428], [7.937, 4.775, -0.496], [9.490, 6.560, 0.283], [-9.263, 2.838, -0.746], [-8.190, 3.211, -0.052], [-6.838, 3.166, -0.656], [-5.847, 3.496, -0.031], [-6.724, 2.699, -2.053], [-7.790, 2.325, -2.752], [-9.149, 2.366, -2.151], [-10.123, 2.028, -2.784], [-10.261, 2.860, -0.327], [-8.251, 3.557, 0.972], [-5.725, 2.685, -2.469], [-7.723, 1.980, -3.776], [-0.116, -3.881, 7.218], [-0.302, -3.567, 5.939], [-0.341, -2.158, 5.491], [-0.512, -1.868, 4.321], [-0.163, -1.103, 6.518], [0.023, -1.411, 7.798], [0.062, -2.827, 8.248], [0.235, -3.109, 9.413], [-0.088, -4.897, 7.566], [-0.430, -4.322, 5.174], [-0.195, -0.079, 6.166], [0.154, -0.658, 8.564], [4.824, -6.350, 7.848], [3.605, -5.848, 7.666], [2.689, -6.409, 6.644], [1.577, -5.946, 6.478], [3.177, -7.549, 5.833], [4.395, -8.053, 6.014], [5.316, -7.493, 7.037], [6.423, -7.951, 7.203], [5.509, -5.957, 8.588], [3.227, -5.017, 8.248], [2.491, -7.942, 5.094], [4.772, -8.885, 5.433]],
  "relative_energy_kj_mol": 45.1,
  "orbital_gap_ev": 6.5065,
  "charge": 1,
  "lumo_energy_ev": -4.92
}

***

{
  "formula": "C54H38N5O10PPbS",
  "method": "wB97M-V/def2-TZVPD",
  "elements": ["Pb", "C", "C", "C", "C", "C", "C", "N", "N", "C", "C", "C", "C", "C", "C", "H", "H", "H", "H", "H", "H", "H", "H", "H", "C", "C", "C", "C", "C", "C", "P", "C", "C", "C", "C", "C", "C", "C", "C", "C", "C", "C", "C", "H", "H", "H", "H", "H", "H", "H", "H", "H", "H", "H", "H", "H", "H", "O", "C", "N", "S", "O", "O", "C", "C", "C", "C", "C", "C", "H", "H", "H", "H", "O", "C", "O", "C", "C", "C", "C", "C", "C", "N", "O", "O", "H", "H", "H", "H", "C", "C", "C", "C", "C", "C", "C", "C", "C", "C", "H", "H", "H", "H", "H", "H", "H", "O", "N", "O", "O"],
  "xyz": [[0.372, 0.926, -0.719], [-4.754, -1.250, -2.897], [-3.768, -1.537, -1.964], [-2.746, -0.639, -1.723], [-2.684, 0.557, -2.440], [-3.687, 0.846, -3.371], [-4.714, -0.050, -3.593], [-1.598, 1.413, -2.196], [-1.483, 2.366, -3.005], [-0.352, 3.156, -2.877], [-0.312, 4.297, -3.699], [0.817, 5.084, -3.725], [1.908, 4.748, -2.923], [1.849, 3.644, -2.088], [0.741, 2.799, -2.056], [-5.560, -1.952, -3.071], [-3.805, -2.467, -1.412], [-1.979, -0.853, -0.989], [-3.635, 1.783, -3.906], [-5.493, 0.183, -4.310], [-1.188, 4.543, -4.287], [0.856, 5.959, -4.365], [2.804, 5.358, -2.953], [2.692, 3.414, -1.445], [-0.772, -6.534, 0.232], [0.603, -6.383, 0.331], [1.179, -5.122, 0.257], [0.383, -3.995, 0.080], [-1.001, -4.154, 0.015], [-1.576, -5.412, 0.084], [1.009, -2.272, -0.082], [2.831, -2.561, -0.171], [3.536, -2.726, 1.026], [4.914, -2.872, 1.021], [5.616, -2.838, -0.176], [4.927, -2.679, -1.367], [3.545, -2.542, -1.368], [0.636, -2.066, -1.901], [0.508, -3.146, -2.781], [0.207, -2.936, -4.117], [0.047, -1.642, -4.593], [0.169, -0.569, -3.722], [0.439, -0.757, -2.369], [-1.216, -7.523, 0.270], [1.234, -7.256, 0.456], [2.253, -5.014, 0.327], [-1.620, -3.270, -0.092], [-2.652, -5.522, 0.010], [2.984, -2.728, 1.953], [5.445, -3.001, 1.957], [6.697, -2.926, -0.181], [5.464, -2.647, -2.308], [3.031, -2.401, -2.307], [0.636, -4.160, -2.420], [0.103, -3.782, -4.788], [-0.177, -1.470, -5.641], [0.034, 0.438, -4.106], [3.913, 0.416, -2.597], [3.897, 0.685, -1.407], [2.823, 0.711, -0.592], [3.157, 1.247, 0.906], [2.912, 0.268, 1.925], [2.583, 2.554, 1.135], [4.923, 1.445, 0.637], [5.930, 1.909, 1.457], [7.211, 2.005, 0.926], [7.460, 1.631, -0.391], [6.435, 1.162, -1.201], [5.159, 1.079, -0.672], [5.718, 2.201, 2.477], [8.018, 2.386, 1.540], [8.463, 1.724, -0.793], [6.606, 0.877, -2.230], [-2.795, 4.129, 2.788], [-2.206, 3.080, 2.853], [-2.142, 2.183, 1.851], [-1.551, 2.576, 4.088], [-1.606, 3.395, 5.218], [-1.162, 2.935, 6.435], [-0.661, 1.636, 6.531], [-0.576, 0.819, 5.411], [-1.022, 1.290, 4.188], [-0.287, 1.138, 7.835], [0.177, 0.020, 7.928], [-0.470, 1.865, 8.805], [-2.036, 4.382, 5.120], [-1.208, 3.547, 7.323], [-0.190, -0.188, 5.488], [-0.976, 0.636, 3.323], [-6.052, -0.634, 0.683], [-4.918, -0.831, 1.491], [-3.915, 0.097, 1.516], [-4.021, 1.270, 0.732], [-3.063, 2.313, 0.826], [-3.133, 3.418, 0.032], [-4.201, 3.551, -0.876], [-5.183, 2.604, -0.944], [-5.123, 1.443, -0.139], [-6.142, 0.463, -0.128], [-6.849, -1.368, 0.699], [-4.839, -1.726, 2.095], [-3.022, -0.069, 2.105], [-2.379, 4.188, 0.113], [-4.265, 4.440, -1.490], [-6.027, 2.733, -1.611], [-7.006, 0.599, -0.768], [-0.132, -1.961, 4.197], [-0.013, -2.016, 2.957], [0.906, -2.727, 2.461], [-0.815, -1.397, 2.226]],
  "relative_energy_kj_mol": 0.0,
  "orbital_gap_ev": 5.2035,
  "charge": -2,
  "lumo_energy_ev": 3.11
}

***

{
  "formula": "C54H39BrNO4P2PdS",
  "method": "wB97M-V/def2-TZVPD",
  "elements": ["Pd", "O", "S", "C", "C", "C", "C", "C", "C", "C", "C", "C", "C", "P", "C", "C", "C", "C", "C", "C", "C", "C", "C", "C", "C", "C", "C", "C", "C", "C", "C", "C", "C", "C", "C", "C", "C", "C", "P", "C", "C", "C", "C", "C", "C", "C", "C", "C", "C", "C", "C", "C", "C", "H", "H", "H", "H", "H", "H", "H", "H", "H", "H", "H", "H", "H", "H", "H", "H", "H", "H", "H", "H", "H", "H", "H", "H", "H", "H", "H", "H", "H", "H", "H", "H", "H", "H", "H", "H", "O", "Br", "C", "C", "N", "C", "C", "C", "C", "O", "O", "H", "H", "H"],
  "xyz": [[-0.320, 0.664, -1.065], [0.909, -0.781, 1.295], [0.035, 0.454, 1.282], [1.017, 1.461, 2.371], [0.655, 1.761, 3.645], [1.498, 2.461, 4.547], [2.736, 2.808, 4.115], [3.878, 3.486, 4.849], [5.059, 3.476, 3.821], [4.478, 2.807, 2.587], [5.064, 2.478, 1.406], [4.274, 1.793, 0.452], [2.966, 1.456, 0.633], [2.153, 0.520, -0.740], [2.768, 1.563, -2.163], [4.021, 1.378, -2.747], [4.468, 2.180, -3.781], [3.668, 3.204, -4.256], [2.424, 3.411, -3.686], [1.979, 2.601, -2.657], [3.143, -0.992, -0.866], [3.575, -1.636, 0.286], [4.265, -2.830, 0.210], [4.522, -3.409, -1.026], [4.067, -2.789, -2.178], [3.372, -1.597, -2.096], [2.325, 1.780, 1.873], [3.137, 2.460, 2.809], [-1.431, -0.096, 2.089], [-2.125, 0.669, 3.068], [-2.946, 0.068, 4.009], [-3.076, -1.318, 3.966], [-3.810, -2.275, 4.895], [-3.583, -3.692, 4.256], [-2.816, -3.412, 2.971], [-2.431, -4.258, 1.947], [-1.855, -3.686, 0.818], [-1.559, -2.305, 0.709], [-1.471, -1.576, -0.951], [-0.348, -2.513, -2.097], [-0.079, -1.995, -3.359], [0.700, -2.688, -4.270], [1.239, -3.924, -3.932], [1.015, -4.434, -2.670], [0.246, -3.731, -1.759], [-3.105, -2.106, -1.583], [-3.284, -3.133, -2.495], [-4.559, -3.530, -2.868], [-5.669, -2.899, -2.334], [-5.495, -1.863, -1.427], [-4.224, -1.471, -1.061], [-1.782, -1.456, 1.824], [-2.521, -2.045, 2.890], [-0.288, 1.409, 4.032], [1.175, 2.671, 5.557], [4.137, 2.931, 5.749], [3.606, 4.501, 5.135], [5.904, 2.905, 4.202], [5.397, 4.486, 3.592], [6.103, 2.705, 1.206], [4.760, 1.504, -0.468], [4.677, 0.592, -2.396], [5.445, 2.004, -4.212], [4.013, 3.837, -5.063], [1.790, 4.210, -4.045], [1.007, 2.799, -2.239], [3.346, -1.221, 1.257], [4.584, -3.319, 1.119], [5.052, -4.351, -1.086], [4.231, -3.245, -3.145], [2.981, -1.155, -3.004], [-1.981, 1.740, 3.114], [-3.437, 0.657, 4.774], [-4.876, -2.035, 4.937], [-3.405, -2.230, 5.908], [-4.532, -4.188, 4.046], [-2.998, -4.332, 4.921], [-2.649, -5.319, 1.981], [-1.716, -4.322, -0.044], [-0.473, -1.036, -3.646], [0.889, -2.254, -5.242], [1.848, -4.467, -4.644], [1.455, -5.380, -2.381], [0.123, -4.137, -0.766], [-2.437, -3.655, -2.917], [-4.681, -4.342, -3.573], [-6.665, -3.213, -2.619], [-6.354, -1.364, -1.000], [-4.104, -0.670, -0.343], [-0.273, 0.722, -2.797], [-3.077, 7.345, 0.177], [-3.728, 5.824, -0.743], [-4.966, 5.865, -1.355], [-5.476, 4.836, -2.014], [-4.750, 3.728, -2.076], [-3.498, 3.588, -1.497], [-2.979, 4.669, -0.813], [-2.734, 2.284, -1.618], [-3.253, 1.380, -2.219], [-1.591, 2.293, -1.018], [-5.580, 6.758, -1.318], [-5.184, 2.901, -2.618], [-2.006, 4.589, -0.350]],
  "orbital_gap_ev": [3.9098, 6.5255],
  "charge": -1,
  "spin_multiplicity": 3,
  "lumo_energy_ev": [2.00, 2.02]
}

***

| no. | calculated total energy (Ha) |
| --- | --- |
| 1 | -8931.44552 |
| 2 | -3792.23313 |
| 3 | -4039.03612 |
| 4 | -6219.62509 |